Density functional theory data (the ωB97M-V functional and the def2-TZVPD basis) for a structure of composition C18H27ClN4O11V in a non-equilibrium geometry.

The energy above the lowest of the compared OMol25 structures with the same formula, charge and spin is 50.4 kJ/mol. As for the HOMO energy (spin up / spin down): -4.5192 / -4.5173 eV. The calculation puts the LUMO energy (spin up / spin down) at 2.73 / 2.77 eV. As for the frontier orbital gap (spin up / spin down): 7.25 / 7.29 eV. The expectation value of S² is 2.012. Its charge is -1. The value obtained for the total energy is -85792.98985 eV. As for the spin multiplicity: 3.

Last column: Mulliken spin population.
Positions of all 62 atoms, in Å:
V -0.387 -0.711 0.657  2.009
C 4.704 -0.280 2.735  0.000
C 4.683 1.004 1.919  0.000
C 3.791 0.971 0.671  0.002
C 3.784 2.407 0.027  0.002
C 4.045 2.507 -1.475  0.000
C 4.356 -0.001 -0.337  -0.002
O 5.544 -0.181 -0.517  0.000
N 3.415 -0.577 -1.144  0.002
C 2.043 -0.687 -0.883  0.015
O 1.353 -1.265 -1.698  0.005
N 1.540 -0.148 0.280  -0.161
C 2.338 0.651 1.072  0.083
O 1.895 1.207 2.057  0.004
H 5.426 -0.197 3.549  0.000
H 4.995 -1.138 2.124  0.000
H 3.729 -0.483 3.176  0.000
H 5.690 1.238 1.567  0.000
H 4.337 1.833 2.536  0.000
H 4.549 2.984 0.549  0.000
H 2.825 2.868 0.270  -0.001
H 5.032 2.121 -1.732  0.000
H 4.002 3.553 -1.783  0.000
H 3.306 1.961 -2.063  -0.001
H 3.740 -1.153 -1.909  0.000
C -1.257 4.057 -1.425  0.000
C -0.309 3.572 -2.540  0.000
C 0.717 2.698 -1.792  0.004
O 0.196 2.492 -0.491  0.010
C -0.525 3.662 -0.147  0.001
H -2.206 3.528 -1.475  0.000
H -1.454 5.129 -1.476  0.000
H 0.189 4.405 -3.038  0.000
H -0.846 3.004 -3.299  0.000
H 1.684 3.212 -1.731  0.000
H 0.867 1.716 -2.243  -0.002
H 0.173 4.449 0.174  0.000
H -1.183 3.410 0.683  0.000
O -0.929 0.856 1.888  -0.016
N -0.506 0.244 2.933  -0.011
O -0.595 0.668 4.033  0.028
O 0.010 -0.897 2.637  -0.017
C 2.102 -2.824 1.669  0.014
C 0.947 -3.378 0.884  0.036
C 0.853 -4.668 0.457  -0.007
C -0.409 -4.807 -0.182  -0.007
C -1.036 -3.598 -0.121  0.025
C -2.391 -3.327 -0.690  -0.004
N -0.213 -2.673 0.530  -0.021
H 2.387 -3.538 2.445  0.000
H 1.879 -1.890 2.172  -0.001
H 2.983 -2.667 1.039  -0.001
H 1.609 -5.427 0.601  0.000
H -0.822 -5.694 -0.640  0.000
H -2.768 -4.272 -1.083  0.000
H -2.380 -2.613 -1.515  0.001
H -3.105 -2.961 0.047  0.001
O -3.628 -0.432 -1.481  0.000
Cl -2.704 0.085 -0.540  0.011
O -2.654 -0.727 0.698  -0.004
O -2.945 1.455 -0.239  0.001
O -1.293 -0.084 -1.065  0.003